# 1
DFT (ωB97M-V/def2-TZVPD) results for a molecular structure, C24H31BeCl5FKNO7 at a distorted geometry.

```
71
Properties=species:S:1:pos:R:3
Be -3.85 -3.42 -0.60
H -1.29 -1.45 -0.51
C -5.27 -5.59 3.56
C 0.57 -3.83 1.00
C -0.80 -4.62 0.73
O 2.60 4.69 -2.33
C 2.93 -0.93 -4.41
O -3.34 -5.99 -1.71
H -0.03 2.07 -2.85
C -3.68 -5.62 3.52
F -1.79 0.72 -0.53
H 3.55 7.99 -0.60
H -10.10 -4.68 2.47
H 1.93 8.60 -0.90
H 2.69 1.36 3.53
C 3.22 5.85 -2.01
H -5.77 -5.65 4.60
O 4.42 6.03 -2.01
C 1.28 -3.22 -0.32
H 1.75 2.36 4.69
C -1.55 -4.60 -0.50
C 1.10 -0.69 0.66
C -2.96 -5.41 -0.62
Cl 1.38 -1.62 -4.94
C -3.00 -5.53 2.10
O 2.28 6.75 -1.70
H -6.03 -5.36 -0.13
C 0.60 0.92 3.58
C -5.40 -5.43 0.83
N -0.41 0.58 3.04
C -6.17 -5.48 2.23
Cl 1.27 2.91 6.29
C -0.46 -1.37 -1.31
H 0.81 0.38 0.28
H 1.32 -4.61 1.44
C -3.83 -5.46 0.76
C 1.87 1.34 4.25
Cl 3.70 -2.04 -3.24
H -3.04 -5.70 4.49
C -1.37 -5.50 1.99
C -7.78 -5.42 2.32
H 2.43 8.86 -3.34
H 1.78 -1.31 -1.38
O -0.62 -6.14 2.80
C 3.49 3.67 -2.79
H 2.79 9.04 2.07
H 0.95 2.76 -1.91
H -0.40 -0.29 -1.75
H 4.08 8.33 -3.06
H 2.13 -0.67 1.16
O 0.47 1.93 -2.03
Cl 4.00 -0.72 -5.81
K -5.92 -1.51 -0.55
H 4.28 3.48 -2.06
O 2.30 9.41 1.32
H 0.37 -3.07 1.84
H 1.07 -3.83 -1.27
C -9.03 -5.09 2.61
H 1.40 9.09 1.44
H 2.12 0.65 5.05
H -1.17 -4.02 -1.42
Cl 2.65 0.64 -3.63
H 3.91 3.95 -3.75
C 0.97 -1.67 -0.61
H 2.91 2.75 -2.91
H 2.43 -3.30 -0.14
H 0.31 -0.92 1.49
H 3.52 9.84 -2.33
C 2.76 8.06 -1.36
H -0.57 -2.09 -2.20
C 3.23 8.82 -2.59
```

- E_LUMO (eV) = -8.56
- charge = +1

Here are the Mulliken charges for atoms 1 to 4, given in e: 0.279 0.090 -0.399 -0.436

***

# 2
DFT (ωB97M-V/def2-TZVPD) results for a molecular structure, C24H31Br2MoN8O6S at a distorted geometry.

```
73
Properties=species:S:1:pos:R:3
C -4.06 -2.94 0.62
N -1.12 -2.41 2.01
C -2.53 -3.68 -1.14
H 1.19 -2.69 4.46
C -4.12 -5.22 -0.17
H -3.19 0.79 -2.80
H -0.35 2.66 -3.60
N -2.88 1.73 -3.08
C 0.73 -2.34 3.54
H -4.32 -7.19 -0.72
C -0.23 3.81 -0.31
C -1.41 3.00 0.23
C 5.54 1.41 2.66
H 2.60 -1.68 -3.69
Br 0.34 -0.87 -3.03
C 4.56 2.12 3.35
C -3.05 -4.94 -1.07
C 3.26 2.15 2.87
C 3.94 0.71 1.04
H -2.67 -5.73 -1.71
H -2.50 1.66 -4.02
C 1.34 -1.42 2.74
O 7.79 1.04 2.41
O -2.36 -0.70 -1.82
H -1.73 -3.46 -1.84
H 2.29 -0.97 2.99
O -3.14 -0.19 0.47
H 2.49 2.71 3.38
N 1.17 2.10 -1.44
H -0.63 1.93 1.79
C -3.04 -2.68 -0.30
H 4.83 2.63 4.26
Br 2.88 0.75 -4.20
N -0.96 1.70 0.85
C 0.32 3.33 -1.65
N 6.93 1.40 3.18
H 6.06 0.19 1.01
H -2.90 3.75 -1.10
N -4.66 -6.45 -0.13
H 0.57 3.83 0.43
H -1.23 4.04 -2.93
H -5.41 -6.67 0.50
C 1.95 -0.94 -4.12
H 1.63 -1.20 -5.12
O 2.50 -0.21 -0.61
H -1.35 1.22 -1.80
C -2.47 2.77 -0.85
H -1.80 1.12 0.96
O 1.69 1.57 1.22
C -4.60 -4.20 0.67
H -1.10 -3.50 3.75
N 0.74 -1.03 1.60
H -3.68 2.37 -3.10
C 2.93 1.46 1.71
H -5.41 -4.41 1.36
H -3.27 2.14 -0.46
C 3.65 -0.04 -0.12
C 5.26 0.72 1.52
H 4.48 -0.53 -0.64
N -0.81 -1.04 0.03
H -1.88 3.58 1.02
H -0.56 4.85 -0.43
O 7.07 1.76 4.33
H 2.04 2.45 -1.05
H 0.96 4.10 -2.06
H 1.43 1.73 -2.36
C -0.53 -2.80 3.14
S -2.45 -1.09 -0.43
H -4.43 -2.16 1.27
C -0.44 -1.58 1.26
Mo 0.72 0.42 0.02
C -0.78 3.08 -2.68
C -1.83 2.15 -2.08
```

- E_LUMO (alpha / beta) (eV) = -10.00 / -10.15
- energy relative to the best compared isomer or geometry (same formula, charge and spin) (eV) = 0.000
- charge = +3
- spin multiplicity = 3
- expectation value of S² = 2.02

Here are the Mulliken charges for atoms 1 to 4, given in e: -0.285 -0.314 -0.657 0.454

***

# 3
DFT (ωB97M-V/def2-TZVPD) results for 3 unconnected molecules or ions with the total composition C24H31ClN2O10 at a distorted geometry.

```
68
Properties=species:S:1:pos:R:3
C 0.41 5.38 -0.89
N 0.33 -3.71 2.58
H 3.69 5.96 -1.58
C 2.66 6.16 -1.31
H -0.30 4.57 -0.82
C -0.61 -0.39 -0.65
O -2.35 0.17 -2.22
C -3.65 -2.98 0.67
C 1.95 -0.98 -2.72
H 2.63 -2.63 -3.95
C -1.26 -2.04 -2.39
H 0.66 -1.59 6.65
C 1.08 -2.30 5.95
C 1.00 -3.46 3.87
H 2.50 -1.11 -4.78
H -1.27 -0.99 -0.04
O -1.30 1.62 2.16
H 0.18 1.67 -0.23
H 1.60 -1.70 -1.97
O 3.26 -0.49 -2.47
C 2.27 -2.95 6.26
C 1.06 0.25 -2.86
H -3.65 -4.01 0.33
C -4.56 -2.17 -0.30
H 2.77 -2.75 7.20
H 1.02 -2.02 -4.40
O -4.11 -0.97 -2.83
C 2.25 7.46 -1.07
H 0.61 8.73 -0.53
C -3.47 -0.56 -1.96
O -0.30 0.00 -3.13
C -3.98 -0.77 -0.54
H 1.45 0.75 -3.75
H -0.48 -2.03 4.51
H -1.86 -2.23 -3.27
H -4.07 -2.87 1.67
C 1.73 5.13 -1.22
H -0.31 -2.52 -2.58
H -4.65 -2.74 -1.22
H 0.39 -0.77 -0.46
C 0.92 7.72 -0.73
H -2.63 -2.62 0.68
H 1.23 0.98 -2.07
Cl -5.33 0.44 -0.34
O 1.32 2.87 -1.38
H 0.81 -0.27 1.69
C -1.09 -0.55 -2.11
H 3.66 -0.93 -1.71
O -0.08 -0.17 2.05
C 2.18 -4.13 4.16
H -1.68 -2.55 -1.52
O 3.34 3.56 -1.71
N 2.17 3.75 -1.46
O -0.68 -3.08 2.34
H -5.52 -2.05 0.17
C -0.69 1.04 -0.04
H -1.02 6.88 -0.38
C -0.73 0.90 1.48
O 0.84 -4.52 1.83
H 2.96 8.27 -1.14
C 2.01 -1.74 -4.04
H 3.73 -4.38 5.61
C 2.81 -3.87 5.37
H 2.60 -4.84 3.47
C 0.44 -2.55 4.75
C 0.01 6.68 -0.64
H -1.61 1.56 -0.29
H -3.27 -0.51 0.24
```

- E_LUMO (eV) = -0.81
- energy relative to the best compared isomer or geometry (same formula, charge and spin) (eV) = 0.807
- charge = 0
- SMILES = CC[C@H](Cl)C(=O)O[C@](C)(CCC(=O)O)OC[C@@H](C)O.O=[N+]([O-])c1ccccc1.O=[N+]([O-])c1ccccc1

Here are the natural (NBO) charges for atoms 1 to 4, given in e: -0.204 0.517 0.248 -0.208

***

# 4
DFT (ωB97M-V/def2-TZVPD) results for a molecular structure, C24H31ClN7OPdS at a distorted geometry.

```
66
Properties=species:S:1:pos:R:3
C -4.54 -3.40 -4.62
C -1.05 2.53 2.09
C -3.39 -4.38 -4.69
H 2.91 -2.73 2.30
H -7.54 -4.29 -2.97
H -2.18 2.32 -0.98
H -7.44 -3.87 -0.03
H -6.94 -2.60 -4.02
C -2.07 -3.92 -4.73
H -0.33 2.13 4.96
H -5.96 -5.10 -3.04
C -1.77 3.60 2.59
H 3.03 -1.69 3.68
C -3.13 -0.59 -1.13
H -2.72 -0.48 -2.12
H -4.12 -4.49 -1.61
H -3.19 -0.81 2.01
C -7.06 -3.00 -0.56
H -3.51 4.29 -0.24
C -2.09 2.71 0.03
N -4.42 -0.78 -0.87
H -5.47 -3.96 -4.59
Cl 0.07 -7.28 -4.83
H 0.61 3.39 4.15
C -6.04 -3.44 -1.61
H -1.87 -2.86 -4.74
H -7.91 -2.50 -1.02
N -1.24 2.08 0.83
C -4.42 -2.43 -3.41
C -1.01 -4.81 -4.78
C 1.72 -1.07 2.26
C -2.68 4.24 1.75
H -6.63 -2.33 0.19
C -2.56 -6.65 -4.74
H -1.62 3.94 3.60
N 1.37 -0.01 2.96
C -5.68 -2.23 -2.55
H -2.74 -7.72 -4.75
N 2.61 -1.91 2.80
H 0.01 -4.45 -4.82
H -5.11 -4.76 -0.19
H -4.24 -3.25 -0.35
H 1.34 1.81 4.50
S 1.13 -1.46 0.65
O -6.79 -1.89 -3.38
C -6.67 -4.60 -2.39
C -4.80 -4.00 -0.91
C -3.40 -0.75 0.96
C 0.43 2.32 4.20
N -4.60 -0.88 0.46
C -2.83 3.80 0.45
H -4.63 -6.13 -4.68
H -4.15 -1.45 -3.81
Pd -0.42 0.16 0.67
C -0.02 1.81 2.87
N 0.46 0.75 2.32
C -1.26 -6.17 -4.78
H -6.43 -0.67 -1.22
H -4.57 -2.82 -5.54
H -3.60 -2.75 -2.77
H -3.26 5.07 2.12
H -5.42 -0.11 -2.55
C -3.61 -5.75 -4.70
H -7.02 -5.34 -1.68
C -5.54 -0.89 -1.80
N -2.44 -0.57 0.00
```

- E_LUMO (eV) = -3.94
- energy relative to the best compared isomer or geometry (same formula, charge and spin) (eV) = 1.175
- charge = +1

Here are the natural (NBO) charges for atoms 1 to 4, given in e: -0.426 0.168 -0.049 0.418